--- P ---
Computed, not measured: a structure of composition C3H4N4O, with ωB97M-V with the def2-TZVPD basis set.

Element x y z (Å)
1 C 0.86296 0.02974 0.05981
2 C -1.53620 1.08815 -0.06843
3 C -1.49941 -0.26839 -0.06864
4 H 2.78595 0.03664 -0.37234
5 H 2.36455 -1.27306 0.78092
6 H -2.54895 1.59381 -0.14204
7 H -0.16915 -1.78842 0.11788
8 N 2.09607 -0.69778 -0.33948
9 N 0.73399 1.31669 -0.04830
10 N -0.47502 1.87408 0.01350
11 N -0.16157 -0.83196 0.24326
12 O -2.45319 -1.07950 -0.17614

The HOMO-LUMO gap comes out at 9.03 eV. The HOMO energy comes out at -9.72 eV.

***

--- Q ---
Computed, not measured: the molecule C3H4N4O, with ωB97M-V with the def2-TZVPD basis set.

Element x y z (Å)
1 C 0.24977 -0.84544 0.80096
2 C 0.26385 1.49508 -1.14841
3 C -1.54349 0.37144 -0.11156
4 H -0.33509 -2.42327 1.18898
5 H 2.08285 -0.28559 1.06787
6 H 0.69366 1.99458 -2.09720
7 H -2.58766 0.11841 -0.23378
8 N 0.58364 -2.01591 1.02917
9 N 1.20869 0.17588 0.68078
10 N -0.91602 1.46635 -0.82495
11 N -1.01422 -0.63325 0.31123
12 O 1.31401 0.58173 -0.66309

The HOMO-LUMO gap comes out at 9.64 eV. The SMILES is [H]/N=C1\N=CN=CON1. The HOMO energy comes out at -9.92 eV.

***

Ranked by calculated energy, most stable first: P, Q.

***

--- P ---
Computed, not measured: a structure of composition C3H4N4O, with ωB97M-V with the def2-TZVPD basis set.

Element x y z (Å)
1 C 1.49110 0.19176 -0.08058
2 C -1.30057 -1.55724 -0.08612
3 C -0.97479 0.52616 -0.00938
4 H 3.13143 0.55697 -0.38806
5 H 1.46764 1.23152 -0.21515
6 H -1.87241 -2.46100 0.27889
7 H -1.78765 2.45907 -0.23637
8 N 2.52774 -0.47939 0.04573
9 N 0.21967 -0.25772 0.35747
10 N -2.02592 -0.45295 -0.10510
11 N -0.88466 1.78300 0.25007
12 O 0.00842 -1.54018 0.18860

The HOMO-LUMO gap comes out at 9.35 eV. The HOMO energy comes out at -9.25 eV.

***

--- Q ---
Computed, not measured: a structure of composition C3H4N4O, with ωB97M-V with the def2-TZVPD basis set.

Element x y z (Å)
1 C 1.25613 -0.32688 -0.09996
2 C 0.10910 1.61975 0.10482
3 C -1.20081 -0.26718 -0.02869
4 H 3.32334 -1.07794 -0.60466
5 H 0.04482 2.60645 0.24341
6 H -3.28794 -0.52681 -0.41322
7 H 0.00642 -1.76535 0.11651
8 N 2.14672 -1.12079 -0.03187
9 N 1.27566 1.07477 -0.22176
10 N -2.32298 -1.01278 -0.25502
11 N -0.04534 -0.82871 0.57042
12 O -1.05645 0.97777 0.04607

The HOMO-LUMO gap comes out at 9.33 eV. The HOMO energy comes out at -9.66 eV.

***

--- R ---
Computed, not measured: a structure of composition C3H4N4O, with ωB97M-V with the def2-TZVPD basis set.

Element x y z (Å)
1 C 1.37686 0.07151 -0.21518
2 C -1.94207 -1.02180 -0.27749
3 C -2.74317 0.16964 -0.10245
4 H 2.46954 1.63899 0.90168
5 H 0.69671 1.69797 -0.50039
6 H 2.95707 -0.96937 0.86809
7 H -2.48920 -1.93130 -0.04785
8 N 1.83648 1.33275 -0.27329
9 N 1.84280 -1.06848 0.58315
10 N -0.65381 -1.11042 -0.40115
11 N -3.31356 1.06592 0.49065
12 O -0.03764 0.12460 -1.02577

The HOMO-LUMO gap comes out at 8.71 eV. The HOMO energy comes out at -9.34 eV.

***

--- S ---
Computed, not measured: a cluster of 2 separate species, C3H4N4O in total, with ωB97M-V with the def2-TZVPD basis set.

Element x y z (Å)
1 C -0.63701 -0.69704 -0.09558
2 C -0.18685 0.70977 0.01327
3 C 1.17661 0.90916 -0.14295
4 H -3.74040 0.16479 0.46432
5 H -0.59754 1.70567 0.35256
6 H 1.52176 1.91499 0.24747
7 H 3.02078 -0.26334 0.13974
8 N -1.85674 -1.13766 -0.34182
9 N 1.93860 -0.18832 -0.47299
10 N 1.52445 -1.41236 -0.12205
11 N 0.33911 -1.72034 0.21237
12 O -2.50274 0.01468 -0.25434

The HOMO-LUMO gap comes out at 7.64 eV. The HOMO energy comes out at -8.32 eV.

***

Ranked by calculated energy, most stable first: Q, P, R, S.

***

--- P ---
Computed, not measured: the molecule C3H4N4O, with ωB97M-V with the def2-TZVPD basis set.

Element x y z (Å)
1 C 0.42677 -1.05481 0.40270
2 C -1.15265 0.50129 -0.69316
3 C 0.29452 1.77984 0.49305
4 H 1.16887 -2.75001 -0.19181
5 H -0.62906 -1.24505 -1.44202
6 H -2.08740 0.30451 -1.21186
7 H 0.79384 2.74796 0.37677
8 N 1.09654 -2.09669 0.63784
9 N -0.29466 -0.62679 -0.74869
10 N -0.90986 1.63869 -0.11421
11 N 1.03029 0.95835 1.11657
12 O 0.26278 -0.15728 1.37481

The HOMO-LUMO gap comes out at 10.27 eV. The SMILES is [H]/N=C1\NC=NC=NO1. The HOMO energy comes out at -10.04 eV.

***

--- Q ---
Computed, not measured: a structure of composition C3H4N4O, with ωB97M-V with the def2-TZVPD basis set.

Element x y z (Å)
1 C 2.69138 -0.72448 -0.24027
2 C -0.18618 1.29705 0.09266
3 C -1.36685 -0.33413 -0.01866
4 H 3.61711 -0.39398 -0.64411
5 H 2.14013 -1.66226 -0.14869
6 H 0.34726 2.23952 -0.12767
7 H -0.47295 -1.09482 1.69872
8 N 1.93416 0.38103 -0.16906
9 N 0.63203 0.37581 0.33498
10 N -1.49588 1.07061 -0.12811
11 N -0.23427 -0.83346 0.46492
12 O -2.28924 -0.93464 -0.41248

The HOMO-LUMO gap comes out at 9.43 eV. The HOMO energy comes out at -9.56 eV.

***

--- R ---
Computed, not measured: a structure of composition C3H4N4O, with ωB97M-V with the def2-TZVPD basis set.

Element x y z (Å)
1 C 1.91509 -0.42088 -0.15947
2 C 0.56761 -0.05783 0.33993
3 C -1.60840 -0.14608 0.01702
4 H 3.85313 -0.61569 0.11450
5 H 2.00980 -1.55288 -0.52618
6 H -0.59336 -1.64212 1.15560
7 H -3.06994 -1.28372 0.00641
8 N -0.53435 -0.97739 0.01483
9 N -2.88065 -0.42936 -0.20378
10 N -1.17454 1.28257 -0.14408
11 N -0.00364 1.27348 0.19870
12 O 3.08835 0.09976 -0.12436

The HOMO-LUMO gap comes out at 8.14 eV. The HOMO energy comes out at -8.62 eV.

***

Ranked by calculated energy, most stable first: P, Q, R.

***

--- P ---
Computed, not measured: a cluster of 2 separate species, C2H8OS in total, with ωB97M-V with the def2-TZVPD basis set.

Element x y z (Å)
1 C -0.49364 -1.16369 1.04700
2 S -1.44908 0.15874 0.13757
3 C -0.49957 0.14741 -1.45711
4 H -0.09540 -0.80932 1.98726
5 H 0.31149 -1.37323 0.34313
6 H -1.09167 -2.06497 1.11814
7 H -0.58808 -0.82314 -1.92692
8 H -1.16967 0.76441 -2.07686
9 H 0.38778 0.76119 -1.37229
10 H 1.15487 2.06584 0.73386
11 H 1.54863 0.74841 0.71391
12 O 1.98433 1.58834 0.75230

The HOMO-LUMO gap comes out at 9.85 eV. The SMILES is CSC.O. The HOMO energy comes out at -9.00 eV.

***

--- Q ---
Computed, not measured: a cluster of 3 separate species, C2H8OS in total, with ωB97M-V with the def2-TZVPD basis set.

Element x y z (Å)
1 O 1.01794 1.93723 -4.48620
2 H 0.48207 1.56431 -3.77156
3 H 1.84936 1.51850 -4.24947
4 H -2.60273 0.02840 2.41741
5 C 0.87558 -1.14081 1.68578
6 C -0.25253 -0.69583 0.98491
7 S 0.60763 0.37838 -0.26582
8 H 1.24996 -0.29473 2.24823
9 H -2.80348 0.21666 1.73809
10 H 1.29113 -2.13195 1.65926
11 H -0.79846 -0.03293 1.61341
12 H -0.91646 -1.34721 0.42595

The HOMO-LUMO gap comes out at 7.19 eV. The HOMO energy comes out at -8.68 eV.

***

Ranked by calculated energy, most stable first: P, Q.

***

--- P ---
Computed, not measured: a cluster of 3 separate species, C3H11NO4 in total, with ωB97M-V with the def2-TZVPD basis set.

Element x y z (Å)
1 O -0.33589 0.28139 2.45062
2 C 0.64250 0.47244 1.77312
3 C 0.60677 0.76587 0.28998
4 N 0.73311 -0.60886 -0.23590
5 C -0.41610 -1.06709 -0.98162
6 O -0.00801 -1.23147 -2.34264
7 H 1.65492 0.24401 2.17876
8 H 1.59311 1.23189 0.10780
9 H -0.20424 1.38285 -0.08357
10 H 1.59842 -0.73950 -0.75403
11 H -0.72918 -2.08605 -0.65672
12 H -1.33156 -0.43913 -0.92621
13 H -0.30819 -0.49839 -2.88284
14 H 4.78468 1.63912 3.54319
15 H 5.03017 0.13457 3.12284
16 O 4.43368 0.74547 3.55525
17 H -6.15124 0.93907 -3.48576
18 H -5.65216 -0.44095 -3.88259
19 O -5.37754 0.49194 -3.83619

The HOMO-LUMO gap comes out at 9.67 eV. The SMILES is O=CCNCO.O.O. The HOMO energy comes out at -8.97 eV.

***

--- Q ---
Computed, not measured: a structure of composition C3H11NO4, with ωB97M-V with the def2-TZVPD basis set.

Element x y z (Å)
1 H 0.36601 -1.20694 1.02901
2 O -0.25282 -0.95845 2.08145
3 O 1.27135 -1.52335 0.23359
4 H 0.01562 -1.61216 2.65939
5 H 0.40530 -0.16854 2.28096
6 C 1.13707 -1.27208 -1.02422
7 O 2.12256 -1.35635 -1.78869
8 C -0.33738 -0.88948 -1.33213
9 H -0.32120 -0.61781 -2.36814
10 N -0.60621 0.34817 -0.47962
11 H -1.33707 0.00935 0.20296
12 H -1.09590 -1.67439 -1.20807
13 C -1.12179 1.48662 -1.22138
14 H -0.32313 1.95809 -1.75056
15 H -2.01691 1.45875 -1.86461
16 H -1.11658 2.36651 -0.51079
17 O 1.04114 1.13255 2.13317
18 H 0.40957 1.49060 1.51402
19 H 1.76039 1.02892 1.41365

The HOMO-LUMO gap comes out at 9.38 eV. The HOMO energy comes out at -9.09 eV.

***

Ranked by calculated energy, most stable first: Q, P.